[1]
Molecular formula: C69H85NO37
Method: DFT, ωB97M-V with the def2-TZVPD basis set

Its HOMO energy is -0.2740 Eh. For the HOMO-LUMO gap, the calculation gives 0.27812 Eh.

Structure (ORCA input):
```
! wB97M-V def2-TZVPD RIJCOSX def2/J DEFGRID3
* xyz 0 1
C 2.324 -0.295 2.245
O 1.408 -0.114 1.136
C 2.071 -0.600 -0.042
C 1.168 -0.273 -1.228
N 0.032 -1.194 -1.151
C -1.084 -0.930 -2.037
C -1.917 0.293 -1.655
O -2.658 0.063 -0.475
C -3.318 1.233 -0.040
H 3.158 0.353 1.968
H 2.544 -1.333 2.488
H 1.853 0.163 3.118
H 2.280 -1.668 0.008
H 2.999 -0.039 -0.193
H 1.674 -0.480 -2.175
H 0.898 0.787 -1.221
H -0.273 -1.309 -0.192
H -1.614 -1.890 -2.105
H -0.802 -0.863 -3.093
H -2.523 0.666 -2.486
H -1.191 1.069 -1.379
H -2.630 2.082 -0.010
H -3.725 1.071 0.959
H -4.191 1.458 -0.660
C -3.734 6.715 -0.478
C -3.869 8.051 -0.816
C -2.998 8.633 -1.744
C -2.087 7.856 -2.449
C -1.959 6.530 -2.060
C -2.717 5.989 -1.028
O -2.512 4.644 -0.731
O -3.100 9.953 -2.021
H -4.501 6.289 0.160
H -4.620 8.740 -0.444
H -1.514 8.343 -3.225
H -1.250 5.893 -2.572
H -3.356 4.180 -0.780
H -3.765 10.419 -1.511
C 4.764 -0.272 5.913
C 4.683 0.507 4.734
C 5.735 0.509 3.842
C 6.916 -0.122 4.176
C 6.987 -0.905 5.300
C 5.902 -1.019 6.164
O 6.010 -1.788 7.279
O 5.597 1.180 2.653
H 3.903 -0.404 6.556
H 3.737 0.902 4.388
H 7.834 0.080 3.633
H 7.917 -1.324 5.668
H 5.231 -1.830 7.835
H 6.427 1.092 2.150
C -0.828 -4.908 -2.225
C -1.472 -6.133 -2.348
C -0.928 -7.095 -3.178
C 0.289 -6.895 -3.810
C 0.909 -5.652 -3.691
C 0.402 -4.688 -2.829
O 0.973 -3.460 -2.684
O -1.590 -8.300 -3.319
H -1.299 -4.140 -1.624
H -2.437 -6.394 -1.934
H 0.736 -7.686 -4.395
H 1.799 -5.477 -4.282
H 0.502 -2.924 -2.009
H -1.115 -9.079 -3.027
C -4.495 -4.610 -0.678
C -3.922 -3.415 -0.243
C -4.350 -2.875 0.981
C -5.277 -3.491 1.796
C -5.827 -4.670 1.304
C -5.523 -5.220 0.065
O -5.987 -6.414 -0.377
O -3.812 -1.644 1.299
H -4.430 -4.923 -1.714
H -3.291 -2.868 -0.928
H -5.502 -3.173 2.804
H -6.481 -5.255 1.944
H -6.390 -6.948 0.314
H -3.324 -1.268 0.547
C 3.062 3.049 0.754
C 2.231 3.388 -0.304
C 1.039 4.075 -0.035
C 0.717 4.454 1.249
C 1.683 4.290 2.251
C 2.843 3.558 2.031
O 3.648 3.311 3.118
O 0.259 4.415 -1.105
H 4.017 2.571 0.555
H 2.583 3.156 -1.300
H -0.185 4.950 1.575
H 1.526 4.809 3.188
H 4.377 2.712 2.908
H -0.698 4.490 -0.927
C 5.451 1.016 -1.551
C 6.331 0.902 -0.486
C 6.911 2.067 0.032
C 6.669 3.301 -0.557
C 5.878 3.403 -1.688
C 5.251 2.258 -2.163
O 4.560 2.472 -3.318
O 7.781 1.988 1.089
H 4.895 0.129 -1.827
H 6.671 -0.046 -0.089
H 7.301 4.114 -0.217
H 5.650 4.395 -2.050
H 4.032 1.698 -3.607
H 8.204 2.780 1.422
C 1.241 2.272 -4.268
C 0.188 2.935 -4.890
C -0.086 2.762 -6.240
C 0.750 1.955 -6.984
C 1.699 1.170 -6.373
C 1.959 1.362 -5.020
O 2.922 0.595 -4.369
O -1.043 3.590 -6.785
H 1.486 2.354 -3.217
H -0.331 3.579 -4.184
H 0.518 1.806 -8.033
H 2.266 0.443 -6.941
H 2.988 -0.242 -4.843
H -1.454 4.022 -6.030
C 3.808 -3.781 -0.950
C 3.894 -5.130 -0.193
O 4.135 -6.088 -1.215
C 4.339 -5.462 -2.410
O 4.250 -5.990 -3.467
O 4.400 -4.149 -2.152
H 4.402 -3.048 -0.404
H 2.791 -3.407 -1.068
H 3.024 -5.250 0.446
H 4.817 -5.021 0.383
C -4.719 3.041 4.553
C -5.341 2.769 3.188
O -4.585 3.495 2.257
C -3.354 3.680 2.798
O -2.385 4.111 2.247
O -3.388 3.505 4.130
H -4.518 2.090 5.040
H -5.086 3.820 5.215
H -6.394 3.043 3.202
H -5.282 1.681 3.089
C -5.451 2.351 -5.968
C -4.012 1.915 -6.133
O -3.391 2.434 -4.989
C -4.260 2.687 -4.029
O -4.025 2.840 -2.880
O -5.534 2.624 -4.568
H -6.191 1.639 -6.332
H -5.684 3.280 -6.496
H -3.586 2.412 -7.006
H -3.829 0.854 -6.304
C -0.113 -3.643 3.134
C -0.977 -3.322 1.923
O -0.405 -4.142 0.914
C 0.336 -5.107 1.479
O 0.755 -6.095 0.955
O 0.628 -4.782 2.748
H -0.723 -3.789 4.024
H 0.610 -2.843 3.314
H -1.099 -2.261 1.690
H -2.022 -3.654 1.953
C 6.521 -4.200 2.799
C 6.194 -2.998 1.950
O 4.832 -2.737 2.177
C 4.377 -3.528 3.189
O 3.298 -3.479 3.694
O 5.395 -4.231 3.682
H 7.482 -4.200 3.301
H 6.424 -5.072 2.148
H 6.415 -3.248 0.909
H 6.844 -2.156 2.204
C -0.870 0.076 5.011
C -1.453 0.582 3.673
O -2.684 -0.169 3.589
C -2.642 -1.186 4.446
O -3.524 -1.967 4.638
O -1.461 -1.204 5.107
H -1.127 0.793 5.800
H 0.211 0.015 5.142
H -0.896 0.406 2.754
H -1.693 1.625 3.875
C -7.479 0.319 0.017
C -7.589 -0.990 0.766
O -8.212 -0.559 1.978
C -7.980 0.765 2.144
O -8.343 1.398 3.082
O -7.359 1.271 1.054
H -8.268 0.569 -0.698
H -6.634 0.249 -0.677
H -6.651 -1.517 0.939
H -8.228 -1.729 0.280
*
```

=====

[2]
Molecular formula: C2H6N3
Method: DFT, ωB97M-V with the def2-TZVPD basis set

Its HOMO energy is -0.5596 Eh. For the HOMO-LUMO gap, the calculation gives 0.33587 Eh.

Structure (ORCA input):
```
! wB97M-V def2-TZVPD RIJCOSX def2/J DEFGRID3
* xyz 1 1
C 0.195 -0.233 0.030
C -0.904 0.727 0.038
N 0.056 -1.497 -0.092
N 1.837 0.602 -0.105
N -2.040 0.187 -0.004
H -0.479 1.813 0.071
H 0.769 -2.168 -0.326
H 1.816 1.566 0.004
H 2.558 0.053 0.294
H -2.915 0.689 -0.020
H -0.892 -1.737 0.110
*
```

=====

[3]
Molecular formula: C41H31I2N6O2PSV
Method: DFT, ωB97M-V with the def2-TZVPD basis set

Its HOMO energy (spin up / spin down) is -0.2322 / -0.2590 Eh. For the HOMO-LUMO gap (spin up / spin down), the calculation gives 0.19264 / 0.21334 Eh. Its expectation value of S² is 3.90.

Structure (ORCA input):
```
! wB97M-V def2-TZVPD RIJCOSX def2/J DEFGRID3
* xyz 0 4
V 0.030 0.135 0.108
I 1.663 4.259 3.004
C 1.172 4.068 1.001
C 0.985 5.218 0.203
C 0.483 5.121 -1.068
I 0.080 6.893 -2.091
C 0.186 3.857 -1.672
C -0.585 3.678 -2.822
C -0.994 2.324 -3.274
C -0.427 1.261 -2.325
N 0.579 1.445 -1.360
C 0.622 2.733 -0.914
C 0.935 2.824 0.456
O 0.799 1.670 1.113
H 1.191 6.188 0.633
H -0.867 4.538 -3.413
H -0.754 2.187 -4.333
H -0.317 0.300 -2.833
O -0.780 -1.735 3.139
N -1.314 -2.821 2.460
C -0.412 -3.566 1.976
C 1.069 -3.573 2.106
C 1.554 -4.883 2.185
C 2.894 -5.171 2.372
C 3.795 -4.131 2.463
C 3.343 -2.827 2.337
C 1.996 -2.509 2.158
P 1.625 -0.720 1.895
C 3.203 -0.037 1.294
C 3.632 -0.441 0.030
C 4.778 0.097 -0.529
C 5.503 1.059 0.163
C 5.070 1.482 1.409
C 3.924 0.939 1.975
C 1.473 -0.076 3.601
C 0.461 0.810 3.955
C 0.332 1.245 5.265
C 1.222 0.813 6.236
C 2.241 -0.062 5.892
C 2.361 -0.508 4.585
H -1.530 -1.353 3.592
H -0.820 -4.422 1.453
H 0.846 -5.698 2.104
H 3.223 -6.200 2.434
H 4.851 -4.320 2.606
H 4.072 -2.032 2.352
H 3.066 -1.178 -0.532
H 5.097 -0.225 -1.512
H 6.393 1.488 -0.278
H 5.615 2.249 1.942
H 3.580 1.309 2.930
H -0.215 1.184 3.200
H -0.457 1.940 5.522
H 1.124 1.160 7.256
H 2.942 -0.410 6.641
H 3.148 -1.209 4.341
S 0.226 -2.069 -0.713
C -1.373 -2.234 -1.427
N -1.793 -3.434 -1.730
N -2.943 -3.678 -2.384
C -3.576 -2.967 -3.425
C -2.873 -2.128 -4.288
C -3.533 -1.536 -5.349
C -4.886 -1.767 -5.565
C -5.576 -2.612 -4.712
C -4.926 -3.213 -3.644
N -2.115 -1.097 -1.653
N -1.691 -0.106 -1.005
C -1.850 1.216 -1.597
C -2.117 2.191 -0.503
C -3.019 3.173 -0.607
C -3.810 3.390 -1.810
C -3.588 2.655 -2.901
C -2.438 1.721 -2.951
H -3.219 -4.640 -2.301
H -1.817 -1.954 -4.138
H -2.979 -0.894 -6.024
H -5.394 -1.295 -6.395
H -6.629 -2.806 -4.867
H -5.469 -3.864 -2.970
H -1.653 2.024 0.469
H -3.206 3.803 0.253
H -4.612 4.116 -1.780
H -4.217 2.750 -3.778
H -2.611 0.894 -3.637
*
```

=====

[4]
Molecular formula: C7H18NO2P
Method: DFT, ωB97M-V with the def2-TZVPD basis set

Its HOMO energy (spin up / spin down) is -0.1607 / -0.3666 Eh. For the HOMO-LUMO gap (spin up / spin down), the calculation gives 0.18753 / 0.26117 Eh. Its expectation value of S² is 2.01.

Structure (ORCA input):
```
! wB97M-V def2-TZVPD RIJCOSX def2/J DEFGRID3
* xyz 0 3
C 0.082 1.595 -0.929
C -0.039 1.279 1.539
C 2.354 -0.284 0.500
C 1.250 -1.037 -1.423
C 0.637 -1.982 0.774
C -3.016 0.906 -0.629
C -0.189 0.569 0.163
N 1.021 -0.842 0.006
O -1.745 -1.432 -1.006
O -2.187 -0.764 1.499
P -1.948 -0.411 0.020
H 1.051 2.044 -0.726
H 0.028 1.074 -1.814
H -0.693 2.368 -0.881
H 0.796 1.916 1.509
H -0.921 1.729 1.594
H -0.098 0.671 2.432
H 2.088 0.039 1.463
H 3.103 -1.138 0.411
H 2.573 0.361 -0.253
H 0.411 -1.577 -1.772
H 1.345 -0.110 -1.985
H 2.173 -1.717 -1.391
H -0.401 -2.183 0.726
H 1.082 -2.808 0.417
H 0.741 -2.002 1.813
H -2.803 1.824 -0.044
H -2.708 1.273 -1.533
H -3.987 0.640 -0.482
*
```

=====

For the records above, the corresponding energy values read -5518.8844; -243.7105; -4338.7430; -823.8654 a.u..